Record 1
Entry from the OMol25 dataset: the molecule C18H19ClN2O3S2 (ωB97M-V with the def2-TZVPD basis set).

The value obtained for the HOMO-LUMO gap is 8.63 eV. The calculation puts the relative energy (zero: lowest compared OMol25 entry of this formula, charge and spin) at 2.6 kcal/mol. Its SMILES is CC(=O)N1C[C@H](C)Sc2ccc(S(=O)(=O)NCc3ccc(Cl)cc3)cc21. The HOMO energy comes out at -8.44 eV. Its lowest unoccupied orbital energy is 0.19 eV. Its spin multiplicity is 1.

Cartesian coordinates (Å):
C -0.43628 -1.04897 2.62432
C -1.59186 -1.65423 1.86982
O -2.53818 -2.14907 2.44441
N -1.56900 -1.59617 0.49664
C -2.78470 -1.97780 -0.20029
C -3.54013 -0.74447 -0.66627
C -4.87887 -1.08410 -1.29634
S -2.50645 0.12383 -1.91906
C -0.87923 -0.36060 -1.48075
C 0.12412 0.04580 -2.36029
C 1.45035 -0.21204 -2.08846
C 1.76786 -0.90222 -0.93499
S 3.48114 -1.17232 -0.49369
O 3.60775 -2.47068 0.09545
O 4.30848 -0.80002 -1.59920
N 3.79380 -0.09286 0.73832
C 3.77256 1.32069 0.43181
C 2.38042 1.90129 0.40051
C 1.85337 2.45531 -0.75855
C 0.54636 2.90664 -0.80158
C -0.24483 2.80769 0.33103
Cl -1.89335 3.31546 0.27456
C 0.27468 2.30167 1.51224
C 1.58251 1.85224 1.53849
C 0.79066 -1.37050 -0.08362
C -0.55249 -1.09250 -0.32485
H -0.82609 -0.67358 3.56849
H 0.29310 -1.82243 2.85723
H 0.03990 -0.24760 2.06858
H -3.39790 -2.54071 0.50832
H -2.53123 -2.61560 -1.05240
H -3.67343 -0.05351 0.17036
H -4.74270 -1.77310 -2.12681
H -5.52737 -1.54724 -0.55632
H -5.36038 -0.18360 -1.66935
H -0.16417 0.57925 -3.25270
H 2.24163 0.09122 -2.75331
H 3.34264 -0.35875 1.59846
H 4.25352 1.41153 -0.54322
H 4.38488 1.83993 1.17721
H 2.47090 2.53214 -1.64012
H 0.13868 3.32279 -1.70896
H -0.34011 2.26362 2.39814
H 1.98963 1.46168 2.46078
H 1.08981 -1.98811 0.74595

---

Record 2
Entry from the OMol25 dataset: a structure of composition C18H19CuNO10 in a non-equilibrium geometry (ωB97M-V with the def2-TZVPD basis set).

The value obtained for the HOMO-LUMO gap (spin up / spin down) is 2.06 / 2.05 eV. The calculation puts the relative energy (zero: lowest compared OMol25 entry of this formula, charge and spin) at 167.4 kcal/mol. The HOMO energy (spin up / spin down) comes out at -0.79 / -0.79 eV. Its lowest unoccupied orbital energy (spin up / spin down) is 1.26 / 1.26 eV. Its spin multiplicity is 2. As for the net charge: -2.

Cartesian coordinates (Å):
Cu 4.36060 22.63021 20.65766
C -0.41689 28.18100 20.06274
C -1.32462 28.58992 19.12631
C -1.54574 27.85312 17.83612
O -2.33630 28.39552 16.93484
C -0.93692 26.73991 17.49078
C 0.12926 26.22634 18.41734
C 0.43330 27.03449 19.80140
O 1.28184 26.52381 20.56087
O 0.80758 25.22958 18.28384
O -2.06114 29.58594 19.52883
H -0.30865 28.67161 21.01876
H -0.97048 26.28738 16.51074
C 2.75267 16.61786 25.12563
C 3.59516 17.50004 24.51951
C 5.07982 17.13675 24.16872
O 5.72932 17.90282 23.37521
C 5.66373 16.01498 24.58085
C 4.81326 14.95452 25.21415
C 3.25817 15.21557 25.34137
O 2.55272 14.17800 25.52071
O 5.22232 13.84923 25.58774
O 3.05332 18.57512 24.08318
H 1.69595 16.79325 25.26342
H 6.66996 15.72960 24.31166
C 7.09805 24.09714 22.24850
O 6.93774 23.53755 20.93091
C 7.98093 23.94996 20.02056
C 8.10591 22.88155 18.95468
N 6.85120 22.62316 18.33914
C 7.01903 21.30916 17.70465
C 5.61167 20.60928 17.51084
O 4.80138 20.52838 18.69028
C 3.51437 19.96756 18.40598
H 7.97498 23.67800 22.74186
H 6.21966 23.92359 22.87012
H 7.18543 25.18185 22.18620
H 8.91729 24.08650 20.56156
H 7.75820 24.91474 19.56482
H 8.60635 22.03131 19.41810
H 8.83600 23.22401 18.22133
H 6.69712 23.34912 17.65406
H 7.66264 20.57829 18.19423
H 7.37639 21.51974 16.69666
H 5.91860 19.61244 17.19430
H 5.14274 21.06747 16.64006
H 2.98359 19.82421 19.34716
H 3.56773 18.92165 18.10377
H 2.89719 20.59926 17.76711

---

Record 3
Entry from the OMol25 dataset: the molecule C18H19F3N6O4 in a non-equilibrium geometry (ωB97M-V with the def2-TZVPD basis set).

The value obtained for the HOMO-LUMO gap is 8.81 eV. Its SMILES is C[C@H](Nc1cc(C(N)=O)nc(N2CC(Oc3ccc(OC(F)(F)F)cc3)C2)n1)C(N)=O. The HOMO energy comes out at -8.76 eV. Its lowest unoccupied orbital energy is 0.05 eV. Its spin multiplicity is 1.

Cartesian coordinates (Å):
C -3.22654 3.24950 3.45112
C -2.36596 2.95523 2.24980
N -1.12880 3.81110 2.33220
C -0.03071 3.64565 1.51808
C 0.97329 4.56357 1.57734
C 1.99802 4.48464 0.66459
C 3.08598 5.53917 0.53280
N 4.25952 5.30490 -0.14767
O 3.11686 6.52176 1.28691
N 2.00772 3.46681 -0.18080
C 1.08627 2.56046 -0.16245
N 1.14216 1.57394 -1.11224
C 0.44440 0.31477 -0.97882
C 1.70230 -0.34551 -1.56764
O 2.38244 -1.23115 -0.65032
C 1.83161 -2.45224 -0.29998
C 2.67729 -3.44668 0.21137
C 2.23691 -4.71735 0.61701
C 0.89260 -5.04435 0.50360
O 0.39259 -6.26370 0.89024
C 1.21302 -7.31640 1.49205
F 0.48745 -8.45524 1.62602
F 2.30470 -7.65778 0.73796
F 1.63044 -6.86635 2.70775
C 0.03635 -4.10165 -0.06662
C 0.48154 -2.80512 -0.41877
C 2.36955 1.00838 -1.63109
N 0.03703 2.63468 0.67472
C -3.19302 3.13719 0.92126
N -2.59490 3.58439 -0.25075
O -4.33950 2.75133 0.78407
H -4.10914 2.63682 3.48283
H -3.57963 4.27747 3.47994
H -2.61153 3.10567 4.34334
H -2.04799 1.88112 2.27357
H -1.25830 4.73888 2.68520
H 0.85322 5.44891 2.21134
H 5.07453 5.84689 0.17882
H 4.34325 4.49129 -0.76192
H 0.18718 0.06355 0.06308
H -0.45722 0.26445 -1.61245
H 1.53382 -0.81946 -2.55467
H 3.72968 -3.24904 0.35461
H 2.99356 -5.39189 0.96198
H -0.98190 -4.39493 -0.16205
H -0.27263 -2.13732 -0.79523
H 2.59714 1.35146 -2.63094
H 3.26866 1.12345 -1.00271
H -1.59895 3.39477 -0.28429
H -3.11552 3.42280 -1.08335